Here is one molecule with the formula C7H6F2O in a non-equilibrium geometry from OMol25. Energies are from ωB97M-V/def2-TZVPD.

Summary:
E_LUMO (eV): 0.83
HOMO-LUMO gap (Eh): 0.3994
Spin multiplicity: 1
DFT total energy (a.u.): -545.2018
SMILES: C#C[C@@]1(F)CC(=O)C[C@@H]1F

Bonds (Å) are listed after each position.
Atoms and positions in Å:
1 C 1.040 -2.517 0.808  C2 1.171, H11 1.078
2 C 1.043 -1.508 0.214  C1 1.171, C3 1.516
3 C 1.088 -0.202 -0.554  C2 1.516, F4 1.327, C5 1.626, C9 1.619
4 F 2.200 0.044 -1.235  C3 1.327
5 C -0.184 -0.008 -1.548  C3 1.626, C6 1.501, H12 1.121, H13 1.105
6 C -1.346 0.441 -0.711  C5 1.501, O7 1.161, C8 1.557
7 O -2.453 0.110 -0.829  C6 1.161
8 C -0.732 1.303 0.432  C6 1.557, C9 1.567, H14 1.092, H15 1.155
9 C 0.800 0.984 0.510  C3 1.619, C8 1.567, F10 1.375, H16 1.083
10 F 1.567 2.073 0.169  C9 1.375
11 H 0.831 -3.375 1.427  C1 1.078
12 H -0.526 -0.955 -2.041  C5 1.121
13 H 0.125 0.823 -2.207  C5 1.105
14 H -0.749 2.335 0.074  C8 1.092
15 H -1.089 1.293 1.530  C8 1.155
16 H 1.149 0.855 1.527  C9 1.083